Record 1
DFT (wB97M-V/def2-TZVPD) results for a molecular structure, C35H40F3Ge2I2PdSb in a non-equilibrium geometry.

Structure (XYZ):
```
84
Properties=species:S:1:pos:R:3:forces:R:3
Pd 0.57070 1.17490 -1.06666 1.64 1.45 -1.62
I 2.86600 1.84030 -2.54066 0.14 0.45 -0.27
C 2.50860 3.89070 -2.01926 -0.24 -0.02 -0.11
I 0.47870 4.11530 -1.33156 0.60 0.11 0.01
H 2.64660 4.50270 -2.90646 -0.06 -0.10 0.06
H 3.19110 4.18800 -1.22756 -0.11 -0.14 -0.01
C -3.87780 1.77940 -0.38706 -0.09 -0.05 -0.14
C -2.47710 2.21790 -0.75796 0.74 -0.26 -0.49
Ge -1.55850 0.98910 -2.10456 -2.86 0.39 0.38
C -1.65970 1.74240 -3.98786 1.08 -0.04 0.47
C -3.10190 1.72330 -4.45886 -0.18 -0.25 0.36
C -2.24380 -0.84480 -1.98906 0.99 0.46 0.01
C -1.37510 -1.83460 -1.71576 0.65 1.34 -0.01
Ge 0.55400 -1.16770 -1.66356 0.70 -1.62 0.71
C 1.33020 -1.27850 -3.53666 -0.22 0.74 0.39
C 1.50150 -2.70680 -4.02046 -0.16 -0.13 0.22
C 2.07790 -1.68030 -0.36096 -0.76 0.18 -0.54
C 2.24900 -3.13930 0.01604 0.06 -0.07 0.08
C -1.71150 -3.23590 -1.63436 -0.09 -1.10 0.10
C -0.68130 -4.18440 -1.68426 -0.42 0.59 0.02
C -0.95470 -5.53290 -1.73396 -0.27 -0.32 0.02
C -2.27720 -5.96830 -1.72056 0.26 0.24 0.03
C -3.31120 -5.04070 -1.63996 0.05 -0.26 0.01
C -3.04250 -3.69180 -1.58136 0.57 0.29 -0.05
H -4.30220 2.50720 0.30454 -0.17 -0.07 -0.01
H -3.88310 0.80240 0.09254 -0.04 -0.08 0.05
H -4.50660 1.72490 -1.27476 -0.19 -0.01 0.08
H -1.85940 2.30250 0.14724 -0.03 -0.01 -0.24
H -2.49250 3.20480 -1.22746 -0.01 0.06 -0.01
H -1.02940 1.14060 -4.64416 0.04 0.06 0.04
H -1.27160 2.76290 -3.96976 0.10 -0.10 0.06
H -3.47640 0.70440 -4.51356 -0.17 -0.07 -0.05
H -3.15840 2.15680 -5.45706 0.02 0.02 -0.02
H -3.74940 2.30490 -3.80556 -0.12 0.04 0.00
H -3.28900 -1.04080 -2.18366 -0.23 0.01 0.03
H 2.30610 -0.77990 -3.52306 -0.13 0.01 0.06
H 0.68590 -0.72900 -4.22716 0.04 0.08 0.07
H 2.18220 -3.26250 -3.37956 0.04 -0.15 0.03
H 1.91870 -2.69960 -5.02506 0.03 -0.02 -0.08
H 0.54450 -3.22080 -4.05226 -0.03 -0.16 -0.06
H 1.97500 -1.10200 0.56254 -0.04 -0.02 -0.27
H 2.96570 -1.32000 -0.89466 -0.07 0.05 0.06
H 1.38770 -3.52000 0.56394 -0.04 -0.04 -0.05
H 3.11950 -3.22730 0.66654 0.03 -0.11 0.02
H 2.42690 -3.76420 -0.85486 -0.01 -0.15 -0.04
H 0.33700 -3.81980 -1.70166 0.15 -0.18 -0.02
H -0.14710 -6.24440 -1.79026 0.08 -0.13 0.01
H -2.49820 -7.02270 -1.76046 -0.03 -0.11 -0.02
H -4.33420 -5.37980 -1.63086 -0.13 -0.06 0.05
H -3.85860 -2.99060 -1.50306 -0.09 0.09 -0.01
F -1.53960 6.06760 4.57354 -0.04 -0.02 0.01
C -1.06790 5.03650 3.88264 0.09 -0.17 -0.17
C 0.17430 5.15650 3.27184 -0.15 0.07 0.07
C 0.66430 4.07740 2.56614 0.14 -0.14 -0.06
C -0.08210 2.90670 2.47724 0.39 -0.51 -0.62
C -1.33790 2.81100 3.06194 0.13 -0.10 -0.08
C -1.83120 3.87970 3.78634 0.00 0.25 0.08
Sb 0.81150 1.25990 1.44544 -1.27 -0.96 1.93
C 2.78870 1.34180 2.25894 -0.39 -0.01 -0.84
C 2.93150 1.60790 3.61384 -0.21 0.00 -0.07
C 4.19630 1.69540 4.16144 0.26 -0.02 0.04
C 5.30210 1.53220 3.33774 -0.20 0.01 -0.09
F 6.52140 1.63330 3.85624 -0.10 -0.01 0.01
C 5.17230 1.27710 1.98144 0.11 0.02 0.12
C 3.90220 1.18050 1.44404 -0.07 -0.07 -0.22
C -0.08450 -0.50360 2.28244 0.44 0.72 -0.34
C -1.30600 -0.94360 1.78344 0.01 0.21 0.01
C -1.88030 -2.09680 2.28594 0.01 -0.12 0.11
C -1.20490 -2.79800 3.27474 0.13 0.17 -0.14
F -1.75130 -3.91390 3.75144 0.03 0.03 0.03
C 0.02350 -2.37930 3.76734 -0.19 -0.28 0.07
C 0.58840 -1.22590 3.25804 -0.07 0.14 0.03
H 0.73880 6.07250 3.34764 -0.01 0.11 0.11
H 1.64750 4.13840 2.10554 -0.09 0.06 0.07
H -1.91620 1.90120 2.96674 -0.07 -0.03 0.10
H -2.78850 3.82700 4.27854 -0.12 0.05 0.06
H 2.05760 1.74630 4.23354 -0.02 0.06 0.18
H 4.33490 1.89350 5.21144 0.05 0.03 0.14
H 6.05460 1.16450 1.37174 0.11 -0.03 -0.04
H 3.78580 0.97670 0.38174 0.06 0.01 0.16
H -1.82330 -0.37940 1.01194 0.02 -0.09 0.00
H -2.83470 -2.45380 1.93144 -0.08 -0.08 -0.03
H 0.51550 -2.95400 4.53744 0.01 -0.07 0.04
H 1.54230 -0.88160 3.63484 0.07 -0.07 0.04
```
Positions in Å, forces in eV/Å.

Its total charge is +2. Its spin multiplicity is 1. The HOMO-LUMO gap (alpha / beta) is 4.518 / 4.518 eV.



Record 2
DFT (wB97M-V/def2-TZVPD) results for a molecular structure, C35H40N4P2Re in a non-equilibrium geometry.

Structure (XYZ):
```
82
Properties=species:S:1:pos:R:3:forces:R:3
Re 0.41300 -2.27091 0.48787 -0.11 -0.35 0.92
C -1.57219 2.01072 3.45692 -0.25 -1.35 -0.42
C -2.19138 1.56852 2.35301 0.35 0.24 0.53
C -2.34112 2.26550 1.04390 0.05 -0.08 -0.28
C -1.18887 3.17276 0.58757 -0.16 0.59 -0.22
C 0.23746 2.71813 0.77188 0.40 -0.62 0.02
C 1.06086 2.50774 1.80916 -0.10 0.05 -0.29
C 0.87370 2.73706 3.27171 -0.36 -0.06 0.29
C -0.59083 3.11297 3.65415 0.49 0.40 0.50
C 1.02677 -4.09076 1.21206 0.97 -0.68 -0.46
H -1.69770 1.38506 4.34658 0.11 0.39 -0.60
H -2.64831 0.58132 2.35274 -0.31 0.18 0.48
H -3.25221 2.89138 1.08797 0.18 -0.28 -0.13
H -2.52893 1.47748 0.28084 0.08 0.61 0.47
H -1.31270 3.26003 -0.50521 0.10 0.35 0.37
H -1.35136 4.18462 0.98288 0.13 -0.23 -0.02
H 0.68384 2.49287 -0.19113 0.26 -0.12 -0.14
H 2.04635 2.10046 1.56281 -0.16 0.20 -0.09
H 1.55466 3.54841 3.62283 -0.43 -0.43 -0.33
H 1.22456 1.82429 3.80653 -0.39 0.52 -0.21
H -0.56149 3.25872 4.75130 -0.14 0.65 -0.61
H -0.86977 4.02759 3.09825 0.15 -0.26 0.63
H 0.80029 -4.19404 2.28356 0.09 0.18 -0.25
H 2.09567 -4.29651 1.01993 -0.51 -0.13 0.46
H 0.45530 -4.88886 0.68492 0.04 0.36 -0.03
P 1.66768 -1.25213 -0.97359 0.41 -1.11 -3.82
P -2.15217 -0.30048 -1.44076 -1.84 1.66 -3.34
N 2.98814 0.01572 -1.43616 0.68 -0.05 1.03
N 2.36432 -2.40183 -2.24366 -0.53 0.88 1.29
N -2.09166 1.14694 -2.70695 -0.21 0.50 1.48
N -3.53377 -0.92995 -2.43997 -0.06 -1.25 0.18
C 0.46145 -0.43554 -2.13395 0.48 0.49 0.46
C -0.83158 -1.24557 -2.23314 0.09 -0.76 -0.24
C 4.24419 -0.02548 -0.84511 -1.70 0.05 -0.58
C 5.14638 0.72606 -1.61187 -0.28 1.18 -2.06
C 4.41754 1.25146 -2.71613 1.77 -0.63 1.59
C 3.10250 0.80592 -2.57362 -0.36 -0.79 1.03
C 2.64540 -3.72398 -1.96186 0.07 -0.47 -1.06
C 2.98034 -4.36779 -3.15453 -0.29 0.67 0.93
C 2.93018 -3.39200 -4.19012 -0.36 0.67 0.90
C 2.53894 -2.18981 -3.59732 0.37 -0.89 -0.34
C -2.53261 2.44387 -2.45028 0.51 -1.38 0.21
C -2.20966 3.26984 -3.52941 0.51 -0.70 -1.07
C -1.60800 2.44169 -4.52086 -0.57 0.54 0.86
C -1.57516 1.14552 -4.00106 -0.20 0.14 0.35
C -4.61642 -0.21510 -2.98285 0.49 -0.44 -0.25
C -5.41390 -1.08656 -3.72590 0.73 -1.02 0.56
C -4.83300 -2.39225 -3.60392 -0.34 1.18 -0.02
C -3.68597 -2.26305 -2.82645 -0.06 1.27 0.41
H 0.87518 -0.29182 -3.13887 -0.23 -0.10 0.38
H 0.30571 0.56383 -1.69505 -0.12 -0.07 -0.17
H -1.03980 -1.51556 -3.27766 -0.10 -0.02 0.37
H -0.79267 -2.20215 -1.64514 0.12 0.46 -0.57
H 4.38349 -0.56342 0.07959 0.11 -0.08 0.02
H 6.19938 0.86613 -1.41114 -0.14 -0.01 0.05
H 4.78306 1.85941 -3.53171 0.02 0.00 0.18
H 2.26554 1.04617 -3.20755 0.01 -0.04 0.10
H 2.55812 -4.09131 -0.95038 0.07 -0.03 -0.19
H 3.20684 -5.41995 -3.23592 0.09 0.12 -0.09
H 3.13912 -3.53861 -5.23792 0.00 0.01 0.05
H 2.39334 -1.22363 -4.05190 0.01 -0.09 -0.05
H -3.07097 2.68039 -1.53741 0.25 -0.06 -0.17
H -2.37972 4.33775 -3.58087 -0.08 -0.20 -0.04
H -1.26094 2.74472 -5.50227 -0.09 -0.10 0.22
H -1.21485 0.23770 -4.46372 -0.05 0.12 0.04
H -4.71233 0.85176 -2.84105 0.01 -0.16 -0.01
H -6.31178 -0.82691 -4.27612 0.24 -0.01 0.18
H -5.20675 -3.31467 -4.02562 0.08 0.14 -0.01
H -2.95518 -2.99078 -2.50651 -0.18 -0.11 -0.12
C 0.46783 -1.32226 2.12970 -0.22 3.40 5.71
C 0.42602 -0.82412 3.33829 0.39 -2.87 -4.66
C 0.51665 -0.65734 4.75701 -0.17 0.26 1.87
C -0.59098 -0.27738 5.58459 0.44 -0.24 -0.75
C -0.44503 -0.04387 6.95176 0.19 -0.20 -0.15
C 0.76224 -0.34094 7.59520 0.05 -0.03 -0.55
C 1.83689 -0.81685 6.82803 -0.19 0.05 0.10
C 1.74126 -0.92773 5.44265 -0.55 0.13 -0.67
H -1.57242 -0.18026 5.11545 0.40 -0.07 0.31
H -1.28496 0.36130 7.51890 0.19 -0.31 -0.15
H 0.85689 -0.22040 8.67728 0.01 -0.02 -0.42
H 2.76362 -1.10813 7.32328 -0.21 0.16 -0.18
H 2.58841 -1.26115 4.84152 -0.13 0.10 0.29
```
Positions in Å, forces in eV/Å.

Its total charge is +2. Its spin multiplicity is 4. The HOMO-LUMO gap (alpha / beta) is 6.034 / 2.565 eV.



Calculated total energy values, unit Ha, following the record order: -6774.0039, -2336.7050.
Energy above the lowest of the compared OMol25 structures with the same formula, charge and spin values, unit eV, following the record order: 2.098, 3.520.